[1]
{
  "formula": "C17H15F4N3O2S2Zr",
  "method": "ωB97M-V with the def2-TZVPD basis set",
  "symbols": ["C", "H", "H", "H", "H", "C", "F", "H", "C", "C", "H", "C", "N", "C", "H", "S", "C", "C", "N", "N", "C", "C", "C", "C", "F", "H", "F", "F", "H", "H", "C", "H", "C", "S", "C", "O", "O", "H", "H", "Zr", "H", "C", "H", "C"],
  "xyz": [[2.25, -1.52, 2.54], [-2.64, 3.88, -3.02], [-2.42, -3.15, 1.07], [-0.40, -2.79, 2.33], [-0.23, 6.83, -1.03], [-2.24, -2.57, -1.61], [1.71, -1.18, -1.04], [-3.03, -1.83, -1.51], [1.59, -1.31, 1.34], [-0.82, -1.89, 1.89], [-1.77, -2.47, -2.58], [-0.08, 4.86, -0.20], [-1.46, 1.23, -0.04], [4.40, -1.57, 1.42], [0.37, -3.52, 0.31], [-0.16, 2.13, 0.51], [-1.72, 1.76, -1.29], [-1.48, 3.21, -1.34], [-1.23, -2.38, -0.52], [0.21, -1.12, 1.19], [-0.32, -3.55, -0.53], [-1.94, 4.15, -2.24], [-0.57, 5.81, -1.10], [-0.58, 3.59, -0.34], [4.43, -1.32, -0.94], [-2.69, -3.56, -1.55], [1.55, -1.55, 3.67], [4.22, -1.83, 3.74], [-0.91, -4.47, -0.47], [-1.84, 6.22, -2.78], [3.77, -1.38, 0.21], [-2.62, -1.43, 0.75], [-1.89, -2.23, 0.82], [-1.81, 0.72, -2.58], [-1.48, 5.45, -2.10], [0.06, 2.15, 1.90], [0.89, 1.38, -0.31], [5.48, -1.67, 1.47], [0.63, 5.13, 0.57], [-0.24, -0.39, -0.61], [-1.28, -1.31, 2.68], [2.40, -1.28, 0.21], [0.25, -3.58, -1.46], [3.64, -1.65, 2.57]],
  "e_above_lowest_kcal_mol": 12.15,
  "orbital_gap_ev": 7.00,
  "fmax_ev_per_a": 1.49,
  "total_charge": 2,
  "total_energy_ha": -2213.8809
}

---

[2]
{
  "formula": "C17H15F4NO2",
  "method": "ωB97M-V with the def2-TZVPD basis set",
  "symbols": ["H", "C", "H", "C", "H", "C", "N", "H", "H", "H", "H", "F", "C", "F", "H", "C", "F", "H", "H", "C", "H", "H", "H", "C", "C", "F", "C", "C", "C", "H", "H", "O", "C", "C", "C", "O", "C", "C", "C"],
  "xyz": [[0.81, 0.77, 0.20], [-3.86, 0.44, 2.73], [-1.25, -3.54, -0.27], [-5.35, 1.79, 1.31], [6.21, -0.12, -0.50], [-0.24, -1.79, 0.57], [0.78, -1.42, -1.52], [0.10, -3.34, -2.16], [-0.90, -1.94, -2.65], [3.78, 2.17, -3.22], [6.02, 1.32, -2.53], [-4.46, 3.50, -0.03], [1.07, -1.34, -0.13], [-3.70, -0.54, 3.64], [4.17, -0.70, 0.83], [5.13, 1.06, -1.95], [-6.60, 2.05, 0.87], [-2.04, -1.98, -0.63], [0.00, -2.46, 1.41], [3.87, 1.54, -2.34], [1.75, 1.58, -1.90], [1.53, -1.30, -2.18], [1.85, -2.10, 0.14], [4.10, -0.07, -0.07], [1.61, 0.02, 0.32], [-1.54, 0.87, 2.70], [-1.07, -2.49, -0.52], [2.84, 0.40, -0.47], [-4.29, 2.49, 0.86], [-0.78, -0.92, 0.97], [1.85, -0.08, 1.39], [-1.94, 2.85, 0.86], [-5.23, 0.70, 2.28], [2.73, 1.22, -1.60], [-0.27, -2.34, -1.84], [-6.20, 0.06, 2.70], [-2.92, 2.22, 1.29], [-2.80, 1.14, 2.26], [5.24, 0.25, -0.81]],
  "e_above_lowest_kcal_mol": 0.06,
  "orbital_gap_ev": 5.38,
  "fmax_ev_per_a": 3.03,
  "total_charge": 0,
  "total_energy_ha": -1261.4171,
  "smiles": "O=C1C(F)=C(F)C(=O)C(F)=C1F.c1ccc(C[C@H]2CCCN2)cc1"
}

---

[3]
{
  "formula": "C17H15N3O3S",
  "method": "ωB97M-V with the def2-TZVPD basis set",
  "symbols": ["N", "C", "O", "C", "N", "C", "C", "O", "H", "H", "H", "H", "C", "C", "C", "O", "H", "N", "H", "H", "H", "H", "C", "H", "H", "C", "C", "H", "S", "C", "C", "C", "C", "C", "H", "H", "C", "C", "H"],
  "xyz": [[-0.94, 2.29, -1.67], [1.39, 0.83, 1.44], [-0.92, 1.41, 0.35], [1.47, 2.35, 1.52], [2.06, 0.23, 0.43], [-4.38, -0.66, -1.79], [-3.74, -0.86, -0.47], [-4.21, -1.80, 0.36], [3.88, -0.14, -2.22], [0.68, -4.18, 0.64], [-1.76, -0.56, 2.12], [-3.71, -2.48, 2.25], [1.34, -3.42, 0.25], [2.97, 0.88, -0.51], [-1.89, 0.84, -0.42], [0.76, 0.23, 2.28], [3.60, 1.60, 0.01], [-1.91, 1.36, -1.61], [4.80, -0.31, -0.73], [2.41, -4.78, -1.01], [0.43, -1.86, 1.41], [-3.84, 0.12, -2.32], [1.18, -2.11, 0.69], [2.40, 1.40, -1.28], [2.48, 2.69, 1.72], [-3.46, -1.78, 1.48], [2.31, -3.76, -0.68], [3.92, -3.04, -1.91], [0.97, 3.26, 0.00], [3.79, -0.26, -1.14], [-2.68, -0.21, 0.12], [-0.37, 2.30, -0.50], [2.03, -1.15, 0.17], [3.16, -2.79, -1.19], [-5.43, -0.37, -1.67], [-4.36, -1.58, -2.37], [3.01, -1.48, -0.77], [-2.50, -0.82, 1.40], [0.82, 2.67, 2.33]],
  "e_above_lowest_kcal_mol": 45.37,
  "orbital_gap_ev": 8.65,
  "fmax_ev_per_a": 1.68,
  "total_charge": 0,
  "total_energy_ha": -1444.9785,
  "smiles": "Cc1occc1-c1nnc(SCC(=O)N2CCc3ccccc32)o1"
}

---

[4]
{
  "formula": "C17H15N3O3S2",
  "method": "ωB97M-V with the def2-TZVPD basis set",
  "symbols": ["C", "H", "C", "C", "C", "H", "H", "C", "H", "H", "C", "H", "N", "S", "H", "S", "C", "H", "H", "C", "C", "C", "H", "O", "H", "C", "H", "C", "H", "C", "H", "C", "N", "C", "O", "C", "C", "O", "N", "H"],
  "xyz": [[1.49, -6.74, 0.81], [1.16, -7.42, 0.08], [-0.24, 4.56, -0.42], [0.23, -3.66, -0.65], [-2.37, 5.48, 0.20], [1.57, 3.43, -0.56], [0.83, -3.07, -2.54], [0.39, -4.54, 1.57], [-1.79, 1.13, -0.78], [-2.27, 7.52, 1.00], [0.88, 1.14, -1.36], [1.41, 5.95, -0.31], [0.37, -0.12, -1.37], [-0.19, -3.09, 0.97], [2.61, -6.76, 0.82], [-4.10, 5.50, 0.51], [0.00, 2.27, -1.12], [-4.48, 4.48, -0.34], [-0.74, -2.36, -2.10], [0.38, 5.75, -0.22], [0.63, -4.85, 2.91], [0.28, -2.62, -1.74], [0.03, 7.70, 0.77], [2.07, 1.18, -1.64], [0.12, -5.55, 4.50], [-1.72, 6.65, 0.58], [-0.61, -0.29, -1.10], [-1.63, 4.42, -0.31], [1.07, -7.18, 1.71], [-1.32, 2.14, -0.90], [1.93, -1.52, -0.70], [0.52, 3.51, -0.85], [-2.13, 3.19, -0.60], [-0.38, 6.74, 0.35], [1.75, -4.69, 3.32], [1.19, -1.34, -1.53], [0.82, -5.36, 0.54], [-0.37, -5.53, 3.66], [0.82, -4.84, -0.69], [1.79, -1.17, -2.42]],
  "e_above_lowest_kcal_mol": 54.75,
  "orbital_gap_ev": 7.64,
  "fmax_ev_per_a": 5.16,
  "total_charge": 0,
  "total_energy_ha": -1843.1390,
  "smiles": "Cc1nc(CCNC(=O)c2cnc3c(S)cccc3c2)sc1C(=O)O"
}

---

[5]
{
  "formula": "C17H15N3O5",
  "method": "ωB97M-V with the def2-TZVPD basis set",
  "symbols": ["C", "O", "C", "N", "C", "C", "C", "O", "N", "O", "H", "C", "H", "O", "C", "H", "C", "H", "C", "N", "H", "H", "H", "C", "H", "C", "H", "H", "C", "C", "C", "H", "O", "H", "C", "H", "H", "C", "H", "C"],
  "xyz": [[-2.80, 1.14, 2.13], [-2.66, 0.35, 0.96], [-0.11, 1.98, -1.17], [0.26, -1.73, 0.72], [4.16, 0.72, -0.99], [-0.53, 4.05, 0.67], [0.10, 0.95, -2.09], [0.27, 0.02, 2.18], [1.85, -2.11, -0.83], [-1.93, -2.52, 0.21], [0.54, 3.86, 0.79], [1.96, -0.09, 0.50], [2.19, 1.73, 1.59], [-1.28, 2.87, 0.75], [-1.02, 1.86, -0.14], [-1.39, -1.46, 1.91], [3.56, -0.49, -1.28], [0.45, 2.89, -1.29], [3.67, 1.52, 0.04], [0.83, -2.47, -0.24], [3.92, -1.13, -2.07], [5.01, 1.05, -1.56], [4.16, 2.46, 0.26], [-1.01, -2.22, 1.22], [0.81, 1.09, -2.89], [-1.73, 0.65, 0.01], [-0.86, -3.17, 1.75], [-0.48, -1.03, -2.67], [-1.49, -0.38, -0.91], [2.45, -0.90, -0.53], [-2.24, -1.68, -0.80], [-0.70, 4.58, -0.28], [-3.04, -2.03, -1.61], [-3.21, 2.12, 1.90], [-0.61, -0.22, -1.97], [-0.88, 4.67, 1.49], [-1.85, 1.24, 2.65], [0.78, -0.54, 1.23], [-3.50, 0.58, 2.75], [2.58, 1.13, 0.79]],
  "e_above_lowest_kcal_mol": 1.21,
  "orbital_gap_ev": 8.22,
  "fmax_ev_per_a": 1.41,
  "total_charge": 0,
  "total_energy_ha": -1197.2340,
  "smiles": "COc1cccc(C(=O)OCn2nnc3ccccc3c2=O)c1OC"
}